Molecular formula: C3H4N2O
Method: DFT, ωB97M-V/def2-TZVPD

Geometry as ORCA input:
```
! wB97M-V def2-TZVPD RIJCOSX def2/J DEFGRID3
* xyz 0 1
N -0.75279 -1.26171 -0.74004
C -0.09128 -0.17780 -0.13166
C 1.27600 -0.13750 0.27381
N 1.61051 1.02879 0.75604
O 0.48625 1.80771 0.66898
C -0.51866 1.07848 0.15432
H -0.92566 -2.01801 -0.08728
H -1.63515 -0.98109 -1.14987
H 2.01635 -0.92578 0.21764
H -1.46557 1.58692 0.03807
*
```

Results
Frontier orbital gap in eV: 9.94
Energy relative to the best compared isomer or geometry (same formula, charge and spin) in eV: 2.121
SMILES: Nc1cnoc1
Highest occupied orbital energy in eV: -9.068

***

Molecular formula: C36H39GeIrNS
Method: DFT, ωB97M-V/def2-TZVPD

Geometry as ORCA input:
```
! wB97M-V def2-TZVPD RIJCOSX def2/J DEFGRID3
* xyz -2 2
Ir 0.35653 0.01692 0.01244
S 2.03013 -0.03338 4.42644
C 0.30093 -0.03258 4.65744
C -0.35917 -0.02308 5.85984
C -1.75407 -0.01938 5.85644
C -2.43277 -0.03308 4.64404
C -1.77217 -0.03588 3.43424
C -0.36087 -0.02958 3.39674
N 0.44393 -0.00318 2.32084
C 1.74783 -0.01168 2.65604
C 2.82563 -0.04688 1.75324
C 4.16253 -0.07248 2.20344
C 5.20243 -0.14208 1.30474
C 4.94293 -0.19738 -0.05556
C 3.61863 -0.15318 -0.50526
C 2.54393 -0.06578 0.35634
H 0.19753 -0.01048 6.78764
H -2.29227 0.00662 6.79464
H -3.51757 -0.03898 4.65454
H -2.32457 -0.04268 2.50934
H 4.36113 -0.03018 3.26874
H 6.22763 -0.15588 1.66274
H 5.75863 -0.26658 -0.76736
H 3.44173 -0.18148 -1.57226
C 1.47383 5.04112 -1.72376
C 0.95503 4.20242 -0.79766
C 0.84763 2.71812 -0.99426
C 1.29493 2.29282 -2.37526
C 1.76703 3.23142 -3.28496
C 1.86703 4.58172 -2.99826
C 1.18333 0.93812 -2.74316
C 0.75633 -0.11238 -1.95266
C 0.68843 -1.43668 -2.49906
C 0.37313 -1.74888 -3.80636
C 0.32203 -3.06508 -4.26196
C 0.53203 -4.12708 -3.36306
C 0.79183 -3.89578 -2.05056
C 0.93513 -2.52368 -1.49186
H 1.60623 6.09562 -1.48716
H 0.74363 4.58492 0.19434
H 1.56753 2.29512 -0.26226
H 2.07383 2.88472 -4.26686
H 2.26753 5.27332 -3.73076
H 1.51893 0.69822 -3.75016
H 0.13713 -0.94718 -4.49916
H 0.08613 -3.27788 -5.29796
H 0.45903 -5.14888 -3.73226
H 0.96293 -4.71888 -1.36656
H 1.97163 -2.40378 -1.12896
C -1.59197 -5.07668 0.32244
Ge -1.69457 -3.15758 -0.35106
C -2.65847 -3.25098 -2.11306
C -3.02207 -2.40298 0.93834
C 0.04683 -2.22538 -0.25906
H -2.58247 -5.45368 0.56274
H -0.99317 -5.11368 1.22914
H -1.13957 -5.74368 -0.40356
H -3.45247 -3.99658 -2.07826
H -1.97047 -3.51438 -2.90896
H -3.10117 -2.28778 -2.35096
H -3.90227 -3.03968 1.01564
H -3.35247 -1.41318 0.63854
H -2.57837 -2.32158 1.92704
H 0.53773 -2.62828 0.63864
C -1.28267 2.96342 1.48184
C -1.64757 2.68762 0.02234
C -2.08187 3.98672 -0.68356
C -2.88247 1.77322 -0.01536
C -0.51767 1.97412 -0.73596
H -2.09527 3.45702 2.01974
H -0.39997 3.59122 1.55044
H -1.06327 2.02782 1.98514
H -3.03777 4.32772 -0.27906
H -2.20807 3.80022 -1.74866
H -1.34957 4.77862 -0.56756
H -3.69437 2.20212 0.57364
H -2.64107 0.78632 0.37194
H -3.23357 1.65472 -1.03846
H -0.94087 1.78602 -1.73276
*
```

Results
Frontier orbital gap (alpha / beta) in eV: 3.16 / 3.37
<S²>: 0.98
Highest occupied orbital energy (alpha / beta) in eV: 0.827 / 0.620

***

Molecular formula: C15H16AuBN10S2
Method: DFT, ωB97M-V/def2-TZVPD

Geometry as ORCA input:
```
! wB97M-V def2-TZVPD RIJCOSX def2/J DEFGRID3
* xyz 2 1
Au 0.07931 0.75379 -0.02399
C 3.92248 -0.66382 -0.84444
C 2.93933 0.30602 -0.93168
N 1.83015 -0.15256 -0.33387
N 2.07234 -1.39315 0.14705
C 3.33478 -1.71202 -0.14712
B 1.01979 -2.08698 1.09570
N -0.21642 -2.47218 0.32086
C -0.69144 -3.70177 0.02954
C -1.87187 -3.55564 -0.65978
C -2.05797 -2.17159 -0.74142
N -1.06260 -1.51971 -0.14862
N 0.73105 -0.98970 2.18363
C 0.89867 -1.10631 3.50163
C 0.71322 0.13035 4.10217
C 0.43381 0.99250 3.05850
N 0.43125 0.30619 1.90562
H 4.92891 -0.60838 -1.21990
H 2.96326 1.28677 -1.37863
H 3.73623 -2.66183 0.16660
H 1.52355 -3.02520 1.62810
H -0.16179 -4.58723 0.34088
H -2.51307 -4.33575 -1.03012
H -2.87500 -1.62752 -1.19009
H 1.16102 -2.06085 3.92717
H 0.79683 0.37517 5.14608
H 0.27931 2.05791 3.06550
N 0.78296 -0.52218 -3.15403
C 0.19273 0.66599 -3.06669
N -0.20230 1.24853 -1.93581
C -0.93172 2.42357 -2.15726
C -0.98429 2.79310 -3.44321
S -0.17819 1.62949 -4.44373
C -1.61796 2.89908 -0.96150
C -2.46072 3.92170 -0.77259
S -3.17036 3.84477 0.80304
C -2.28686 2.41219 1.14801
N -1.46422 2.06462 0.16452
N -2.45462 1.72425 2.27864
H 0.87561 -1.11401 -2.34392
H 1.02961 -0.90629 -4.05119
H -1.48912 3.63589 -3.88513
H -2.74826 4.69624 -1.46403
H -3.13283 2.02368 2.96000
H -2.10458 0.78288 2.35550
*
```

Results
Frontier orbital gap in eV: 7.34
Highest occupied orbital energy in eV: -14.510

***

Molecular formula: C22H42FINO2P2
Method: DFT, ωB97M-V/def2-TZVPD

Geometry as ORCA input:
```
! wB97M-V def2-TZVPD RIJCOSX def2/J DEFGRID3
* xyz 1 1
O 2.70785 -4.90935 2.90513
P 2.79752 -3.43879 2.42831
P 2.59414 -3.28418 0.21918
C 4.29678 -2.67194 -0.38542
C 4.23161 -1.78155 -1.73078
C 4.81094 -0.31287 -1.36466
I 4.94227 0.82153 -3.22706
C 2.17602 -5.03049 -0.36328
C 3.41696 -5.72664 -1.15089
O 4.22804 -6.48335 -0.58512
F 3.46724 -5.41067 -2.56108
C 1.26620 -1.99175 -0.26336
C -0.04172 -2.54849 -0.88604
C -1.12996 -1.47996 -1.32481
C -0.75566 0.03733 -1.07512
C 0.61862 0.32067 -0.39694
N 1.61277 -0.62630 0.00800
H 1.83880 -2.62393 3.11615
H 4.13069 -2.98433 2.78716
H 4.74009 -2.00476 0.44906
H 5.02174 -3.54399 -0.54400
H 4.90173 -2.31609 -2.50722
H 3.19060 -1.66494 -2.18830
H 4.12002 0.27066 -0.65714
H 5.86657 -0.44150 -0.90328
H 1.26387 -5.10378 -1.04858
H 1.94874 -5.70412 0.55547
H -0.30981 -3.64059 -1.06246
H -2.13355 -1.79428 -1.80640
H -1.47863 0.87502 -1.38998
H 0.87373 1.43620 -0.21998
C -0.01288 7.85605 -0.95851
C 1.24797 7.26786 -1.57620
C 1.06883 5.83094 -2.06755
C 0.72553 4.80629 -0.98134
C 1.73350 4.70792 0.16633
C 3.11748 4.26081 -0.28270
H -0.32155 7.30428 -0.06710
H 0.16177 8.89346 -0.66072
H -0.83956 7.84614 -1.67498
H 2.07198 7.32806 -0.85796
H 1.53926 7.89042 -2.42924
H 1.98223 5.52007 -2.58589
H 0.27458 5.81011 -2.82287
H 0.63070 3.81993 -1.45544
H -0.26040 5.03409 -0.56380
H 1.35356 3.98293 0.89734
H 1.80723 5.66443 0.69336
H 3.07129 3.28497 -0.77534
H 3.78220 4.17268 0.58050
H 3.56767 4.97526 -0.97519
C -2.76160 -2.41071 2.35895
C -3.59886 -1.72065 1.29130
C -4.82017 -0.99314 1.85465
C -5.84995 -1.88739 2.55290
C -6.42472 -3.01578 1.69347
C -7.19221 -2.51733 0.47714
H -3.32615 -3.19244 2.87225
H -1.88361 -2.88101 1.90473
H -2.41027 -1.69132 3.10460
H -3.90247 -2.45053 0.53312
H -2.96743 -0.98767 0.77583
H -5.30694 -0.44265 1.04257
H -4.48275 -0.23415 2.57016
H -6.67432 -1.25444 2.90361
H -5.40383 -2.32362 3.45222
H -7.10550 -3.60903 2.31508
H -5.62854 -3.69702 1.37438
H -8.01934 -1.86803 0.77687
H -7.60961 -3.36224 -0.07617
H -6.54736 -1.96029 -0.20689
*
```

Results
Frontier orbital gap in eV: 7.60
Highest occupied orbital energy in eV: -12.072